A) The following is a quantum chemistry calculation of an isolated ion of composition C2H3N4S and charge +1, from OMol25.

Geometry as XYZ:
```
10
C2H3N4S ωB97M-V with the def2-TZVPD basis set
C 0.688 2.539 0.534
C -0.660 -1.323 0.207
N 0.159 1.478 0.248
N -0.989 1.032 -0.277
N -1.152 -0.226 -0.372
N 0.438 -1.965 -0.070
S 1.915 3.502 0.716
H -2.148 -0.440 -0.678
H 0.631 -2.790 0.565
H 1.118 -1.808 -0.872
```

Computed properties:
Kohn-Sham gap (spin up / spin down)   7.2 / 7.2 eV
E_LUMO (spin up / spin down)   -6.15 / -6.15 eV
Net charge   +1


B) The following is a quantum chemistry calculation of an isolated ion of composition C2H3N4S and charge +1, from OMol25.

Geometry as XYZ:
```
10
C2H3N4S ωB97M-V with the def2-TZVPD basis set
C -0.600 -0.595 0.333
C 0.271 0.707 0.414
N -1.981 -0.360 0.136
N -3.093 -0.451 0.163
N 1.425 -1.474 -0.233
N 0.131 -1.639 -0.025
S 2.052 -0.081 0.194
H -0.087 1.251 -0.531
H 0.251 1.250 1.364
H -0.441 -2.374 -0.465
```

Computed properties:
Kohn-Sham gap (spin up / spin down)   7.0 / 7.4 eV
E_LUMO (spin up / spin down)   -6.19 / -6.02 eV
Net charge   +1


Stability order, top to bottom: B), A)